Molecular formula: C3H7N2O3
Method: DFT, wB97M-V/def2-TZVPD

```
15
Properties=species:S:1:pos:R:3:forces:R:3:nbo_charge:R:1
O 2.032190 1.376728 -0.747487 -1.20 -0.39 -0.65 -0.2527
O -1.696648 -0.818774 -0.630745 -0.62 -0.41 0.53 -0.7236
O 2.628146 -0.139938 0.608663 1.59 -1.48 1.43 -0.3026
N 1.870782 0.351048 -0.152048 -1.02 0.67 0.25 0.5036
N 0.598977 -1.712426 0.077527 1.76 2.70 0.02 -0.6058
C -0.739366 0.210366 -0.566970 0.17 -0.96 -1.00 -0.0121
C 0.539577 -0.447639 -0.201730 -1.08 -1.68 -1.52 0.5529
C -0.870653 1.138935 0.612274 -0.51 1.81 0.87 -0.6707
H -0.367413 0.793798 1.539470 -1.36 -0.81 -0.05 0.2449
H -0.219256 1.986730 0.553803 0.21 0.98 -1.09 0.2632
H -0.658603 0.542724 -1.622280 0.21 1.09 0.76 0.2622
H 1.486525 -1.905155 0.520206 0.55 -0.98 0.07 0.4523
H -1.906055 1.571852 0.713428 1.04 -0.85 0.27 0.2796
H -2.627623 -0.510886 -0.566954 0.98 0.04 -0.03 0.5211
H -0.070585 -2.437365 -0.137163 -0.73 0.27 0.16 0.4876
```
Positions in Å, forces in eV/Å.

Values from the calculation:
- total charge = +1
- energy above the lowest of the compared OMol25 structures with the same formula, charge and spin (eV) = 4.108
- HOMO-LUMO gap (eV) = 9.67

---

Molecular formula: C3H7N2O3S
Method: DFT, wB97M-V/def2-TZVPD

```
16
Properties=species:S:1:pos:R:3:forces:R:3:nbo_charge:R:1
S 2.010159 -0.135437 0.267782 -0.69 -1.64 0.80 1.4962
O 2.420164 -0.488066 -1.285432 1.87 -1.50 1.21 -0.9034
O -0.211436 0.327867 -1.483248 0.74 1.00 -2.11 -0.7769
O 3.003953 -0.907203 1.050670 -0.45 0.03 0.08 -0.9938
N -0.343024 1.419600 1.086970 -2.75 -1.16 1.30 -0.3490
N 0.628908 2.001820 0.688386 2.65 2.16 -0.65 -0.4084
C -2.105395 -0.595309 -0.359831 1.30 -1.71 -2.86 -0.6881
C 0.315578 -0.843153 0.454994 0.83 -0.47 -1.79 -0.7971
C -0.576256 -0.419414 -0.579340 -0.33 -0.09 3.49 0.4927
H 0.635841 2.009574 -0.373745 -0.81 0.43 0.91 0.3208
H -2.616748 -0.183001 -1.264528 0.36 -0.82 0.41 0.2040
H -2.500077 -0.050232 0.417968 -0.37 1.17 2.16 0.2146
H -2.245560 -1.679414 -0.205631 -0.57 0.40 -0.17 0.1960
H 1.771047 -0.003343 -1.729798 -2.25 1.28 -1.89 0.4899
H -0.258893 1.139542 2.118566 0.16 0.90 -0.91 0.2901
H 0.071744 -1.593832 1.196216 0.30 0.02 0.01 0.2125
```
Positions in Å, forces in eV/Å.

Values from the calculation:
- total charge = -1
- energy above the lowest of the compared OMol25 structures with the same formula, charge and spin (eV) = 2.392
- HOMO-LUMO gap (eV) = 7.31

---

Molecular formula: C3H7N2OPS
Method: DFT, wB97M-V/def2-TZVPD

```
15
Properties=species:S:1:pos:R:3:forces:R:3:nbo_charge:R:1
S -0.806585 -1.630174 0.559111 3.07 -2.93 0.80 0.2666
P -1.586215 0.220733 -0.173708 -1.53 3.11 -0.80 1.7962
O -1.364014 0.506319 -1.594903 0.31 -0.37 -1.29 -1.0865
N -3.187194 0.059808 0.307711 -0.43 3.32 0.87 -1.1927
N -1.066243 1.538657 0.706245 -0.20 0.99 2.44 -1.2144
C 1.942057 -0.993306 -0.149675 1.37 0.74 -1.26 0.1085
C 3.291217 -0.610658 -0.524703 -0.54 1.75 2.69 -0.6923
C 0.798609 -1.217401 0.201722 -3.63 -0.44 0.76 -0.3324
H 3.756759 -0.898397 0.486323 0.39 1.04 -1.44 0.2628
H -0.054287 1.443537 0.802332 -0.27 0.51 0.11 0.3952
H 3.701807 -1.248305 -1.228422 0.80 -1.38 -1.47 0.2487
H -3.684281 1.003213 0.142939 1.05 -1.81 0.50 0.3957
H -1.503661 1.893045 1.617354 0.85 -1.08 -1.86 0.4078
H -3.673827 -0.557663 -0.267601 -0.92 -1.52 -1.09 0.3899
H 3.435855 0.490599 -0.884720 -0.32 -1.93 1.02 0.2470
```
Positions in Å, forces in eV/Å.

Values from the calculation:
- <S²> = 2.020
- 2S+1 = 3
- HOMO-LUMO gap (spin up / spin down) (eV) = 4.79 / 6.68